Entry 1:
Computed, not measured: a molecular structure, C9H17ClNO, with wB97M-V/def2-TZVPD.

## Properties
spin multiplicity = 1
HOMO = -13.1 eV
frontier orbital gap = 10.3 eV
M = 190.69 g mol⁻¹
LUMO = -2.75 eV
net charge = +1

Geometry as XYZ:
```
29
Properties=species:S:1:pos:R:3:forces:R:3
C -0.608 1.257 -1.605 2.75 0.13 3.86
C -1.403 1.958 -0.437 -0.42 -1.51 -0.22
C -0.598 -0.249 -1.495 1.07 -0.65 0.83
C 0.523 1.364 1.080 0.86 1.77 2.12
C -1.010 1.479 1.024 1.44 -2.86 -2.90
C -1.505 0.029 1.212 3.69 -0.22 -2.58
C -0.156 -0.660 -0.087 -3.62 0.99 1.61
C 2.069 -0.567 1.128 -3.16 0.08 -0.57
C 0.537 -2.868 -0.599 2.76 -2.03 -0.15
N 0.999 0.170 0.317 0.16 0.44 1.70
O 0.049 -1.927 0.307 -1.52 -0.40 -0.34
Cl -3.098 -0.297 0.686 -0.49 -0.59 0.22
H -0.971 1.406 -2.541 -1.13 1.41 -2.59
H 0.471 1.652 -1.541 -1.40 -0.24 -0.65
H -1.114 3.022 -0.511 -1.21 -0.27 -0.01
H -2.477 1.551 -0.558 1.39 2.00 0.00
H -1.591 -0.539 -1.742 -0.95 -0.87 0.31
H 0.042 -0.730 -2.245 0.08 0.25 0.03
H 0.979 2.407 0.715 -0.53 -2.59 0.70
H 0.999 1.013 2.056 -1.41 1.89 -0.43
H -1.337 2.134 1.736 -0.95 1.81 1.86
H -1.193 -0.534 2.102 -0.42 0.41 -0.15
H 2.391 -1.261 0.423 1.28 -1.44 -0.43
H 2.753 0.139 1.438 1.71 1.37 0.37
H 1.564 -0.996 1.996 0.19 -0.19 -0.32
H 1.642 -2.678 -0.649 -0.65 -0.45 -0.46
H 0.193 -3.034 -1.629 -0.71 1.04 0.34
H 0.450 -3.869 -0.138 -0.12 0.64 0.05
H 1.400 0.628 -0.443 1.28 0.07 -2.19
```
Positions in Å, forces in eV/Å.


Entry 2:
Computed, not measured: 2 unconnected molecules or ions with the total composition C9H17F3IN, with wB97M-V/def2-TZVPD.

## Properties
spin multiplicity = 1
HOMO (alpha / beta) = -7.8 / -7.0 eV
frontier orbital gap (alpha / beta) = 8.3 / 7.0 eV
M = 323.14 g mol⁻¹
LUMO (alpha / beta) = 0.47 / 0.01 eV
net charge = 0

Geometry as XYZ:
```
31
Properties=species:S:1:pos:R:3:forces:R:3
C -1.534 1.865 -1.301 1.82 2.53 -1.10
C -3.102 1.424 0.552 0.87 1.24 -0.66
C -0.521 1.355 0.927 -0.30 0.44 -2.25
C 3.193 0.194 1.752 0.23 0.31 0.75
C 2.856 -1.671 -0.053 -1.54 0.76 1.85
C -0.683 -1.113 -0.922 -1.34 -1.66 0.13
C -1.742 1.069 -0.073 0.75 -0.36 1.73
C 2.730 -0.256 0.438 0.25 0.32 -1.27
C -0.773 -2.642 -1.121 0.53 1.78 -0.95
N -1.730 -0.390 -0.358 -0.74 -1.84 -0.48
F -0.257 -3.039 -2.339 -0.23 0.58 0.60
F -0.069 -3.397 -0.243 -0.39 0.22 0.31
F -2.046 -3.033 -1.119 -0.47 -0.39 0.39
I 2.677 1.228 -1.099 0.17 -0.37 0.51
H -1.915 2.944 -1.211 0.47 -1.50 0.13
H -0.389 1.989 -1.497 -2.12 -0.50 -0.19
H -2.076 1.412 -2.113 0.10 -0.09 -0.65
H -3.013 2.531 0.766 -0.18 -1.30 0.62
H -3.294 0.756 1.405 -0.36 0.61 -0.24
H -3.867 1.447 -0.241 -0.05 -0.69 0.41
H -0.847 1.271 1.933 -0.10 0.30 1.02
H 0.140 0.542 0.709 0.66 -0.50 0.28
H 0.109 2.269 0.652 -1.39 -0.90 0.70
H 3.138 -0.579 2.489 -0.13 -1.07 0.30
H 2.607 0.976 2.215 -0.29 0.56 -0.33
H 4.236 0.517 1.816 0.15 0.15 -0.44
H 2.596 -1.741 -1.067 -0.45 -0.16 -1.39
H 2.081 -2.234 0.541 1.04 -0.03 -0.49
H 3.847 -2.053 0.051 0.74 -0.48 0.42
H 0.279 -0.726 -1.011 1.30 0.82 -0.07
H -2.630 -0.913 -0.479 1.01 1.24 0.35
```
Positions in Å, forces in eV/Å.


Entry 3:
Computed, not measured: a molecular structure, C9H17Li2O9P, with wB97M-V/def2-TZVPD.

## Properties
spin multiplicity = 1
HOMO = 1.4 eV
frontier orbital gap = 2.6 eV
M = 314.08 g mol⁻¹
LUMO = 4.04 eV
net charge = -2

Geometry as XYZ:
```
38
Properties=species:S:1:pos:R:3:forces:R:3
Li 0.980 -1.366 -0.591 0.89 1.16 -1.64
Li 4.823 -0.716 -1.931 -2.47 0.82 -0.80
P 2.033 0.025 -3.559 -1.16 1.08 -0.88
O 3.155 1.007 -3.238 3.65 0.57 -0.21
O 2.446 -1.336 -2.903 1.24 -2.37 0.61
O 1.525 0.066 -5.031 1.17 -1.07 0.76
O 0.938 0.548 -2.662 -3.42 -0.02 2.51
O 4.091 0.540 3.174 0.17 -0.10 1.60
C 3.460 -0.100 2.190 -4.69 -0.81 -3.56
O 4.195 -0.357 1.204 1.34 -0.70 -0.28
O 2.223 -0.337 2.196 0.66 0.28 1.08
H 4.860 0.134 2.767 2.47 0.91 0.76
C -0.390 5.927 1.708 0.70 2.07 -0.40
C -0.115 4.563 2.267 -1.01 -1.19 1.25
C -0.981 3.726 1.367 0.46 -0.59 -1.24
O -0.695 4.335 0.104 0.28 -1.68 -0.96
C -0.856 5.716 0.231 -0.67 -1.03 1.22
H 0.492 6.560 1.805 0.13 0.12 -0.34
H -1.153 6.466 2.269 -0.21 -0.21 0.15
H -0.454 4.502 3.301 -0.02 0.02 0.19
H 0.880 4.118 2.267 0.23 0.71 -0.42
H -2.047 3.704 1.593 -0.43 0.72 0.13
H -0.743 2.665 1.295 0.53 0.14 -0.12
H -1.937 5.789 0.105 -0.39 1.18 0.31
H -0.386 6.273 -0.579 0.41 -0.24 0.23
C -2.157 -5.821 -1.259 0.23 2.99 0.13
C -2.948 -4.853 -0.361 -1.14 -1.09 1.57
C -1.905 -4.003 0.424 -1.22 -2.03 -2.01
O -0.879 -3.957 -0.529 1.59 1.11 -0.18
C -1.171 -4.698 -1.719 0.27 -0.83 0.70
H -2.773 -6.166 -2.090 0.26 -0.49 0.21
H -1.571 -6.538 -0.684 -0.39 -0.36 -0.24
H -3.605 -5.342 0.358 -0.15 -0.29 0.11
H -3.631 -4.269 -0.978 0.32 0.38 -0.08
H -1.484 -4.596 1.236 -0.48 0.44 0.67
H -2.396 -3.063 0.673 0.70 0.27 0.26
H -0.238 -5.179 -2.012 0.06 0.65 -0.52
H -1.591 -3.965 -2.408 0.09 -0.53 -0.58
```
Positions in Å, forces in eV/Å.


Entry 4:
Computed, not measured: a gas-phase ion, C9H17N2 (charge +1), with wB97M-V/def2-TZVPD.

## Properties
spin multiplicity = 1
HOMO = -12.0 eV
frontier orbital gap = 9.3 eV
M = 153.25 g mol⁻¹
LUMO = -2.76 eV
net charge = +1

Geometry as XYZ:
```
28
Properties=species:S:1:pos:R:3:forces:R:3
C -1.228 1.748 -2.502 1.56 -2.03 -3.41
C -0.578 0.357 -2.063 -0.52 1.03 -0.15
C -1.342 -0.257 -0.804 1.45 1.88 -1.64
C -0.909 0.417 0.451 3.46 -2.26 0.57
C 0.847 0.242 1.142 -2.79 2.75 -0.72
N 1.686 -0.735 0.691 0.46 -0.27 0.38
C 2.812 -0.542 -0.200 -1.26 -0.71 -1.83
C 1.019 -1.930 0.735 0.05 1.02 1.05
C -0.159 -1.831 1.341 0.21 0.52 -0.34
N -0.396 -0.394 1.623 0.18 -0.16 0.35
C -0.761 -0.132 3.051 -2.60 -2.23 0.23
H -2.219 1.629 -2.984 0.13 -0.14 1.17
H -0.689 2.167 -3.457 -0.33 -0.52 2.18
H -1.162 2.368 -1.672 -0.31 1.73 1.09
H 0.524 0.438 -1.892 -0.93 0.14 0.03
H -0.711 -0.296 -2.913 0.00 -0.52 -0.09
H -1.070 -1.272 -0.765 -0.07 -1.33 0.08
H -2.363 -0.117 -1.135 -0.56 -0.10 0.84
H -1.202 1.341 0.773 -0.90 2.14 0.71
H 1.222 1.203 1.643 -0.72 -1.74 -0.78
H 2.337 -0.433 -1.207 0.90 -0.58 0.28
H 3.298 0.384 -0.095 0.68 1.10 0.89
H 3.522 -1.381 -0.130 -0.42 0.43 -0.09
H 1.584 -2.742 0.417 0.30 -1.65 -0.59
H -0.890 -2.569 1.557 -0.48 -0.26 0.27
H 0.048 -0.606 3.574 0.55 0.46 0.66
H -0.985 0.923 3.296 0.33 -0.69 -0.37
H -1.672 -0.858 3.320 1.63 1.97 -0.74
```
Positions in Å, forces in eV/Å.


Entry 5:
Computed, not measured: a gas-phase ion, C9H17N2O (charge +1), with wB97M-V/def2-TZVPD.

## Properties
spin multiplicity = 1
HOMO = -14.6 eV
frontier orbital gap = 8.1 eV
M = 169.25 g mol⁻¹
LUMO = -6.48 eV
net charge = +1

Geometry as XYZ:
```
29
Properties=species:S:1:pos:R:3:forces:R:3
C -2.988 -0.493 1.101 -1.41 2.12 -1.31
C -2.191 -0.485 -0.231 -0.60 0.61 0.45
C -0.709 -0.298 0.017 -0.44 -1.72 -2.13
N 0.038 -1.347 -0.005 -2.52 0.51 0.78
C 1.364 -0.992 -0.033 1.83 -1.39 -0.95
C 2.326 -1.721 0.877 -1.83 -1.06 1.02
C 1.838 -1.058 -1.482 0.66 -1.24 -2.71
N 1.366 0.441 0.107 3.01 2.41 1.59
O 2.359 1.064 0.346 -1.01 -0.33 -0.30
C 0.067 1.041 -0.053 -2.85 -1.19 0.99
C -0.348 1.805 1.211 -0.55 2.64 -0.49
C -0.100 1.734 -1.436 -1.43 -3.14 1.19
H -2.599 -1.227 1.761 -0.13 -0.85 0.56
H -4.130 -0.531 0.889 2.07 -0.37 0.53
H -2.809 0.505 1.547 -0.31 -0.54 0.18
H -2.560 0.359 -0.860 0.18 -0.65 0.34
H -2.383 -1.437 -0.749 0.47 0.44 0.02
H 1.933 -1.523 1.927 1.27 -0.62 -1.08
H 3.257 -1.372 0.591 2.14 1.27 0.53
H 2.486 -2.815 0.614 -1.22 1.19 0.45
H 1.028 -0.582 -2.095 1.07 -0.74 0.20
H 1.877 -2.182 -1.791 0.00 2.06 0.57
H 2.840 -0.534 -1.697 -1.49 -0.95 0.55
H 0.340 2.655 1.360 -0.39 -0.11 -0.13
H -0.383 1.298 2.148 0.34 -1.13 0.41
H -1.410 2.213 1.119 1.50 -0.45 -0.40
H 0.366 2.635 -1.488 1.58 2.55 -0.15
H -1.176 1.868 -1.587 0.31 -0.07 -0.08
H 0.299 0.979 -2.109 -0.26 0.75 -0.63
```
Positions in Å, forces in eV/Å.


Entry 6:
Computed, not measured: C9H17N2O2P in the gas phase, with wB97M-V/def2-TZVPD.

## Properties
spin multiplicity = 1
HOMO = -8.3 eV
frontier orbital gap = 9.1 eV
M = 216.22 g mol⁻¹
LUMO = 0.85 eV
net charge = 0

Geometry as XYZ:
```
31
Properties=species:S:1:pos:R:3:forces:R:3
H -1.529 0.249 -2.456 -0.72 0.53 -0.77
N -1.230 0.361 -1.521 -0.13 -2.12 -0.08
C -0.786 1.418 -1.074 0.12 2.15 -0.03
O -0.967 2.697 -1.570 -0.32 -0.96 -0.26
C -0.145 3.485 -0.846 0.86 0.95 2.42
C 0.437 2.797 0.157 0.82 0.10 -0.60
N 0.027 1.506 0.036 -1.53 -2.31 -1.21
P 0.456 -0.033 0.705 0.64 -1.22 -1.09
O 1.418 0.271 1.765 0.81 0.20 1.16
C 1.331 -1.013 -0.715 -4.19 0.58 0.20
C 1.901 -2.306 -0.244 -2.27 0.24 0.31
C 2.245 -0.077 -1.380 0.18 0.64 -2.48
C -1.068 -0.858 1.401 -0.34 1.00 -2.88
C -1.960 -1.730 0.443 2.52 0.56 0.70
C -1.852 0.226 2.042 -1.81 -2.78 1.03
H -0.312 4.530 -0.726 0.02 0.66 -1.04
H 1.285 2.935 0.787 -0.01 0.87 0.63
H 0.493 -1.236 -1.442 0.83 0.04 0.85
H 2.230 -2.847 -1.068 0.67 -1.14 -1.49
H 2.657 -2.201 0.430 2.40 0.51 1.83
H 1.149 -2.885 0.283 -0.27 -0.28 -0.07
H 1.658 0.765 -1.945 1.25 -1.63 0.85
H 2.830 -0.741 -2.119 -0.39 1.57 0.93
H 2.841 0.385 -0.616 0.96 0.33 0.00
H -0.605 -1.402 2.154 0.84 -1.53 1.37
H -1.192 -2.480 0.049 -1.80 0.56 0.00
H -2.713 -2.132 1.112 -0.17 -0.55 -0.35
H -2.367 -1.035 -0.312 0.14 -0.95 0.28
H -1.290 0.695 2.748 1.56 1.71 2.01
H -2.725 -0.215 2.577 0.43 0.22 -0.31
H -2.217 0.872 1.346 -1.09 2.04 -1.89
```
Positions in Å, forces in eV/Å.


Entry 7:
Computed, not measured: 2 unconnected molecules or ions with the total composition C9H17N2O2S, with wB97M-V/def2-TZVPD.

## Properties
spin multiplicity = 1
HOMO = -11.8 eV
frontier orbital gap = 5.6 eV
M = 217.31 g mol⁻¹
LUMO = -6.20 eV
net charge = +1

Geometry as XYZ:
```
31
Properties=species:S:1:pos:R:3:forces:R:3
C -1.200 -1.349 0.629 -0.66 1.17 0.26
C -0.829 -0.892 1.915 -0.38 1.11 -0.13
C -2.524 -1.003 0.414 1.95 -0.06 3.25
C -1.994 -0.321 2.419 2.37 -1.10 1.35
C 1.813 1.827 -2.338 -1.22 -0.16 -0.14
C 1.337 1.275 0.170 -0.75 0.57 0.92
C 3.261 0.414 -0.974 2.91 -1.95 1.86
C -4.338 -0.191 1.932 0.43 1.14 -0.33
C 1.864 0.773 -1.167 0.95 3.79 0.19
N 1.285 -0.393 -1.799 -2.57 -1.21 0.75
N -2.984 -0.486 1.583 -0.48 -0.26 -1.80
O 2.030 -1.815 0.199 0.15 -0.38 1.31
O 0.781 -2.862 -1.751 0.46 1.48 1.41
S 1.241 -1.767 -0.942 -1.62 -0.79 -3.86
H -0.686 -1.946 -0.063 0.60 -1.02 -0.75
H 0.167 -0.681 2.277 -0.15 -0.69 0.34
H -3.165 -1.085 -0.337 -2.38 -0.78 -3.28
H -2.263 -0.049 3.396 0.26 0.72 1.18
H 0.734 2.091 -2.551 1.04 -0.49 -0.12
H 2.328 2.817 -2.307 -0.04 -1.10 0.83
H 2.290 1.214 -3.107 -0.40 0.73 -0.72
H 1.911 2.152 0.663 -0.09 -2.06 -0.95
H 1.169 0.386 0.804 0.49 0.92 0.26
H 0.387 1.764 0.109 -1.05 -0.07 -0.46
H 3.808 0.986 -0.201 -0.51 -0.19 -0.48
H 3.384 -0.676 -0.696 0.28 1.60 -0.04
H 3.800 0.470 -1.868 0.95 0.34 -1.49
H -4.709 -0.819 2.693 0.04 -0.43 1.53
H -4.384 0.882 2.146 -0.59 -0.38 0.07
H -4.933 -0.503 1.133 -1.09 0.23 -1.62
H 0.420 -0.214 -2.381 1.10 -0.68 0.65
```
Positions in Å, forces in eV/Å.


Question: Which formula does entry 4 have?
Answer: C9H17N2


Question: Which value of M does entry 6 give?
Answer: 216.22 g mol⁻¹


Question: What is the formula in the sixth record?
Answer: C9H17N2O2P


Copy entry 1 word for word.
Computed, not measured: a molecular structure, C9H17ClNO, with wB97M-V/def2-TZVPD.

## Properties
spin multiplicity = 1
HOMO = -13.1 eV
frontier orbital gap = 10.3 eV
M = 190.69 g mol⁻¹
LUMO = -2.75 eV
net charge = +1

Geometry as XYZ:
```
29
Properties=species:S:1:pos:R:3:forces:R:3
C -0.608 1.257 -1.605 2.75 0.13 3.86
C -1.403 1.958 -0.437 -0.42 -1.51 -0.22
C -0.598 -0.249 -1.495 1.07 -0.65 0.83
C 0.523 1.364 1.080 0.86 1.77 2.12
C -1.010 1.479 1.024 1.44 -2.86 -2.90
C -1.505 0.029 1.212 3.69 -0.22 -2.58
C -0.156 -0.660 -0.087 -3.62 0.99 1.61
C 2.069 -0.567 1.128 -3.16 0.08 -0.57
C 0.537 -2.868 -0.599 2.76 -2.03 -0.15
N 0.999 0.170 0.317 0.16 0.44 1.70
O 0.049 -1.927 0.307 -1.52 -0.40 -0.34
Cl -3.098 -0.297 0.686 -0.49 -0.59 0.22
H -0.971 1.406 -2.541 -1.13 1.41 -2.59
H 0.471 1.652 -1.541 -1.40 -0.24 -0.65
H -1.114 3.022 -0.511 -1.21 -0.27 -0.01
H -2.477 1.551 -0.558 1.39 2.00 0.00
H -1.591 -0.539 -1.742 -0.95 -0.87 0.31
H 0.042 -0.730 -2.245 0.08 0.25 0.03
H 0.979 2.407 0.715 -0.53 -2.59 0.70
H 0.999 1.013 2.056 -1.41 1.89 -0.43
H -1.337 2.134 1.736 -0.95 1.81 1.86
H -1.193 -0.534 2.102 -0.42 0.41 -0.15
H 2.391 -1.261 0.423 1.28 -1.44 -0.43
H 2.753 0.139 1.438 1.71 1.37 0.37
H 1.564 -0.996 1.996 0.19 -0.19 -0.32
H 1.642 -2.678 -0.649 -0.65 -0.45 -0.46
H 0.193 -3.034 -1.629 -0.71 1.04 0.34
H 0.450 -3.869 -0.138 -0.12 0.64 0.05
H 1.400 0.628 -0.443 1.28 0.07 -2.19
```
Positions in Å, forces in eV/Å.